ORCA calculation (the ωB97M-V functional and the def2-TZVPD basis) on C8H18BiN2S2 as an isolated structure at a distorted geometry.

Computed properties:
**Total charge**: +1
**Orbital gap (spin up / spin down)**: 5.73 / 5.72 eV
**Electronic energy**: -1435.82453 Eh
**HOMO level (spin up / spin down)**: -9.73 / -9.73 eV
**Spin multiplicity**: 1

Last column: natural (NBO) charge in e.
Geometry (Å):
Bi 0.71 0.30 -0.77  1.208
C -1.94 3.88 -2.16  -0.645
C -1.53 2.54 -1.57  -0.131
S -0.89 1.32 -2.57  -0.128
C -1.70 2.38 -0.13  -0.310
C -3.13 2.54 0.24  -0.630
S -0.55 1.78 0.94  -0.064
H -1.03 4.52 -2.30  0.241
H -2.60 4.39 -1.47  0.229
H -2.47 3.71 -3.09  0.223
H -3.31 2.66 1.33  0.222
H -3.70 1.62 -0.05  0.208
H -3.67 3.27 -0.30  0.239
N -0.50 -1.50 0.21  -0.853
C -0.04 -2.83 -0.29  -0.227
C 1.45 -2.95 -0.13  -0.447
C 1.95 -2.59 1.24  -0.421
C 2.99 -1.44 1.36  -0.218
N 2.54 -0.06 1.01  -0.880
H -0.16 -1.38 1.18  0.402
H -1.51 -1.46 0.20  0.426
H -0.33 -2.91 -1.35  0.227
H -0.55 -3.68 0.37  0.219
H 1.96 -2.35 -0.85  0.205
H 1.71 -3.97 -0.35  0.254
H 2.39 -3.45 1.76  0.253
H 1.17 -2.23 1.90  0.180
H 3.90 -1.65 0.79  0.209
H 3.28 -1.32 2.42  0.210
H 3.31 0.47 0.56  0.405
H 2.25 0.36 1.87  0.395



ORCA calculation (the ωB97M-V functional and the def2-TZVPD basis) on C8H18F3HfI2O4P2S as an isolated structure at a distorted geometry.

Computed properties:
**Total charge**: +3
**Orbital gap**: 3.59 eV
**Electronic energy**: -2639.42836 Eh
**HOMO level**: -17.07 eV
**Spin multiplicity**: 1

Last column: Mulliken charge in e.
Geometry (Å):
I -2.26 0.40 -4.32  0.029
I 0.28 0.15 -4.61  0.022
Hf -0.18 0.15 0.22  1.682
P -0.44 -3.19 -0.59  0.800
C -0.75 -4.07 0.98  -0.955
C -1.49 -3.78 -1.89  -1.046
H -1.29 -4.85 -2.01  0.426
H 1.45 -4.51 -1.17  0.449
H -1.25 -3.21 -2.80  0.352
H 1.45 -2.90 -2.01  0.371
H -1.81 -3.94 1.26  0.369
H -2.53 -3.62 -1.61  0.363
C 1.28 -3.42 -1.05  -1.034
H -0.54 -5.15 0.85  0.430
H 1.95 -3.02 -0.28  0.332
H -0.09 -3.67 1.78  0.240
P -0.30 2.76 -0.38  0.498
C -0.45 3.73 1.18  -1.200
C 1.29 3.36 -1.07  -1.122
H -1.59 3.08 -2.41  0.273
H -1.04 4.67 -1.60  0.447
H -2.47 3.70 -0.95  0.380
C -1.49 3.66 -1.47  -1.016
H 1.49 2.75 -1.99  0.365
H 1.13 4.43 -1.30  0.490
H -0.22 4.78 0.91  0.439
H 0.26 3.35 1.92  0.323
H 2.09 3.20 -0.32  0.345
H -1.47 3.62 1.58  0.405
C -1.36 0.72 1.87  0.476
O -2.15 0.97 2.70  -0.095
F 1.39 1.35 4.14  -0.160
C 2.11 0.81 3.11  0.710
F 2.45 1.82 2.25  -0.099
F 3.25 0.32 3.61  -0.129
S 1.03 -0.64 2.42  0.499
O 1.60 -0.08 0.53  -0.621
O 1.45 -2.05 2.86  -0.369
O -0.79 -1.65 -0.34  -0.668



ORCA calculation (the ωB97M-V functional and the def2-TZVPD basis) on an isolated ion of composition C8H18IN2O and charge +1.

Computed properties:
**Total charge**: +1
**Orbital gap**: 7.92 eV
**Electronic energy**: -797.80726 Eh
**HOMO level**: -13.47 eV
**Spin multiplicity**: 1
**Structure (SMILES)**: CCCCC[N@H+](I)CCC(N)=O

Last column: natural (NBO) charge in e.
Geometry (Å):
C 3.05 1.42 0.02  -0.617
C 3.11 0.13 0.82  -0.400
C 1.90 -0.82 0.68  -0.404
C 1.22 -0.77 -0.68  -0.437
C -0.06 -1.58 -0.81  -0.218
N -1.09 -1.16 0.23  -0.530
I -1.19 -2.47 1.87  0.472
C -2.48 -0.87 -0.32  -0.227
C -3.11 0.29 0.42  -0.554
C -2.61 1.71 0.16  0.660
N -1.89 1.93 -1.00  -0.825
O -2.92 2.59 0.91  -0.546
H 3.79 2.13 0.39  0.238
H 2.08 1.92 0.10  0.191
H 3.25 1.27 -1.04  0.209
H 4.01 -0.42 0.56  0.215
H 3.22 0.39 1.88  0.219
H 1.19 -0.60 1.49  0.177
H 2.23 -1.84 0.85  0.222
H 1.90 -1.18 -1.44  0.250
H 1.03 0.26 -0.99  0.211
H 0.11 -2.65 -0.69  0.232
H -0.52 -1.42 -1.78  0.225
H -0.74 -0.29 0.65  0.439
H -3.07 -1.77 -0.19  0.244
H -2.37 -0.68 -1.38  0.228
H -4.18 0.31 0.18  0.285
H -3.07 0.13 1.50  0.254
H -1.48 2.85 -1.03  0.419
H -1.29 1.21 -1.36  0.368



ORCA calculation (the ωB97M-V functional and the def2-TZVPD basis) on a single C8H18N2 molecule at a distorted geometry.

Computed properties:
**Orbital gap**: 9.75 eV
**Electronic energy**: -425.13092 Eh
**HOMO level**: -8.96 eV
**Spin multiplicity**: 1
**Structure (SMILES)**: [H]/N=C(/N)C(C)(C)CC(C)C

Last column: natural (NBO) charge in e.
Geometry (Å):
C -0.70 -0.41 -0.47  -0.102
C 1.51 0.77 0.55  -0.211
C 0.31 -0.29 0.68  -0.391
C -1.72 0.74 -0.46  -0.619
C -0.06 -0.51 -1.86  -0.623
C 2.12 0.94 1.95  -0.602
C 1.17 2.15 0.00  -0.613
C -1.47 -1.81 -0.14  0.470
N -1.02 -2.99 -0.65  -0.826
N -2.52 -1.88 0.62  -0.747
H 2.27 0.32 -0.10  0.192
H -0.47 -3.00 -1.49  0.384
H -1.70 -3.74 -0.55  0.403
H -2.76 -0.97 1.01  0.335
H -0.23 -0.08 1.61  0.208
H 0.81 -1.26 0.83  0.216
H 0.28 0.46 -2.23  0.218
H -1.33 1.65 -0.93  0.218
H -2.02 1.01 0.56  0.209
H -2.62 0.46 -1.01  0.223
H -0.78 -0.89 -2.59  0.215
H 0.81 -1.18 -1.86  0.207
H 2.40 -0.03 2.38  0.209
H 1.41 1.41 2.63  0.201
H 3.02 1.56 1.92  0.207
H 2.03 2.82 0.08  0.211
H 0.92 2.12 -1.06  0.202
H 0.34 2.61 0.55  0.204



Copy entry 1 word for word.
ORCA calculation (the ωB97M-V functional and the def2-TZVPD basis) on C8H18BiN2S2 as an isolated structure at a distorted geometry.

Computed properties:
**Total charge**: +1
**Orbital gap (spin up / spin down)**: 5.73 / 5.72 eV
**Electronic energy**: -1435.82453 Eh
**HOMO level (spin up / spin down)**: -9.73 / -9.73 eV
**Spin multiplicity**: 1

Last column: natural (NBO) charge in e.
Geometry (Å):
Bi 0.71 0.30 -0.77  1.208
C -1.94 3.88 -2.16  -0.645
C -1.53 2.54 -1.57  -0.131
S -0.89 1.32 -2.57  -0.128
C -1.70 2.38 -0.13  -0.310
C -3.13 2.54 0.24  -0.630
S -0.55 1.78 0.94  -0.064
H -1.03 4.52 -2.30  0.241
H -2.60 4.39 -1.47  0.229
H -2.47 3.71 -3.09  0.223
H -3.31 2.66 1.33  0.222
H -3.70 1.62 -0.05  0.208
H -3.67 3.27 -0.30  0.239
N -0.50 -1.50 0.21  -0.853
C -0.04 -2.83 -0.29  -0.227
C 1.45 -2.95 -0.13  -0.447
C 1.95 -2.59 1.24  -0.421
C 2.99 -1.44 1.36  -0.218
N 2.54 -0.06 1.01  -0.880
H -0.16 -1.38 1.18  0.402
H -1.51 -1.46 0.20  0.426
H -0.33 -2.91 -1.35  0.227
H -0.55 -3.68 0.37  0.219
H 1.96 -2.35 -0.85  0.205
H 1.71 -3.97 -0.35  0.254
H 2.39 -3.45 1.76  0.253
H 1.17 -2.23 1.90  0.180
H 3.90 -1.65 0.79  0.209
H 3.28 -1.32 2.42  0.210
H 3.31 0.47 0.56  0.405
H 2.25 0.36 1.87  0.395



> Among the records above, which one has the highest electronic energy?

C8H18N2